1.
{
  "formula": "F5N2",
  "method": "ωB97M-V/def2-TZVPD",
  "homo_lumo_gap_ev": 9.9,
  "charge": 1,
  "total_energy_ev": -16547.2644,
  "lumo_energy_ev": -9.040,
  "e_above_lowest_kj_mol": 6.13,
  "symbols": ["F", "F", "F", "F", "F", "N", "N"],
  "positions_angstrom": [[-0.303736, 1.338054, -1.093957], [0.797473, 1.404569, 0.730669], [-1.265493, 0.832744, 0.744329], [1.410502, -1.310336, -0.111007], [-0.555820, -1.789466, 0.290342], [-0.134157, 0.764043, 0.076096], [0.198771, -1.124647, -0.513018]],
  "atomic_forces_ev_per_a": [[-0.096, 0.556, -0.039], [0.162, 0.320, 0.252], [-0.124, 0.335, 0.207], [-0.160, -0.057, 0.135], [0.175, 0.073, 0.107], [0.016, -1.735, -0.711], [0.026, 0.509, 0.049]],
  "mulliken_charge": [-0.06, -0.06, -0.06, 0.03, 0.03, 0.58, 0.54]
}


2.
{
  "formula": "F6InP",
  "method": "ωB97M-V/def2-TZVPD",
  "homo_lumo_gap_ev": 2.8,
  "charge": 2,
  "total_energy_ev": -30741.7724,
  "lumo_energy_ev": -18.533,
  "e_above_lowest_kj_mol": 181.00,
  "symbols": ["In", "P", "F", "F", "F", "F", "F", "F"],
  "positions_angstrom": [[-0.759854, -3.508836, 2.590042], [0.126760, 0.511483, -0.357201], [0.611108, 1.951617, 0.238451], [-0.969448, 1.275498, -1.249586], [-0.397246, -0.883883, -0.992288], [1.179955, -0.373983, 0.548300], [1.181523, 0.598153, -1.592103], [-0.972799, 0.429951, 0.814384]],
  "atomic_forces_ev_per_a": [[-0.045, -0.237, 0.178], [0.785, 0.177, 0.134], [-0.039, -1.556, -0.586], [0.301, -0.056, -0.074], [-0.019, 0.398, 0.304], [-0.924, 1.308, -0.908], [-0.549, 0.181, 1.169], [0.490, -0.214, -0.217]],
  "mulliken_charge": [1.21, 1.11, -0.03, -0.01, -0.06, -0.11, -0.02, -0.09]
}


3.
{
  "formula": "F6KN3O12S6",
  "method": "ωB97M-V/def2-TZVPD",
  "homo_lumo_gap_ev": 8.9,
  "charge": -2,
  "total_energy_ev": -126684.3480,
  "lumo_energy_ev": 4.023,
  "e_above_lowest_kj_mol": 180.15,
  "symbols": ["K", "S", "S", "S", "S", "S", "S", "F", "F", "F", "F", "F", "F", "O", "O", "O", "O", "O", "O", "O", "O", "O", "O", "O", "O", "N", "N", "N"],
  "positions_angstrom": [[-0.604530, 1.020496, -0.366571], [-3.691872, 1.864502, -2.179387], [0.220653, -2.640449, 0.592662], [-2.013670, 1.823573, -3.986511], [3.408635, 0.180999, 0.868664], [3.911389, 0.391850, 3.338051], [-1.870857, -1.961211, 1.596141], [-3.773851, 1.092113, -0.782795], [4.439707, 1.583178, 4.282095], [-0.611070, 1.107484, -4.312227], [-3.131059, -1.139508, 1.005490], [4.167521, 0.973667, -0.334917], [1.198312, -2.238413, -0.633958], [-4.861529, 1.454408, -2.868468], [3.877659, -1.138917, 0.653021], [2.050683, 0.515134, 0.597542], [-1.679084, 3.213594, -3.933521], [-2.474202, -3.247016, 1.657374], [0.053781, -4.011538, 0.239870], [4.797867, -0.688836, 3.639391], [-2.811178, 1.416387, -5.099720], [2.546260, 0.244037, 3.720305], [1.012134, -2.316960, 1.720223], [-3.537236, 3.220058, -1.776753], [-1.557738, -1.265365, 2.788392], [-2.292575, 1.023790, -2.631230], [4.150403, 1.118496, 1.963326], [-0.924559, -1.595549, 0.243507]],
  "atomic_forces_ev_per_a": [[0.285, -0.190, 0.099], [0.228, -2.254, 2.258], [4.606, -0.711, -3.511], [2.387, -1.002, -2.814], [2.023, 2.220, -2.779], [0.491, 0.193, 2.274], [-3.439, 2.157, -1.928], [-0.025, 0.087, -0.020], [0.043, -0.080, -0.298], [-0.135, 0.169, 0.437], [0.289, 0.467, 0.152], [-0.361, -0.158, -0.058], [-0.424, 0.664, 0.085], [-0.116, 0.171, -0.401], [-0.238, -0.435, 0.883], [-0.866, -0.005, 0.411], [-0.034, -0.093, 0.668], [0.979, -0.805, 0.171], [-1.233, -0.360, 0.625], [0.124, 0.133, -0.170], [-0.471, 0.000, 0.206], [-0.329, -0.016, -0.115], [-0.307, 0.043, 1.173], [0.253, 0.249, -0.241], [0.616, 0.164, 0.346], [-2.065, 2.800, -0.128], [-1.045, -1.579, -0.237], [-1.237, -1.828, 2.913]],
  "mulliken_charge": [0.89, 1.06, 1.04, 1.05, 0.97, 1.07, 1.00, -0.20, -0.31, -0.29, -0.28, -0.36, -0.33, -0.57, -0.54, -0.35, -0.57, -0.59, -0.61, -0.60, -0.62, -0.55, -0.50, -0.55, -0.55, -0.22, -0.36, -0.15]
}


4.
{
  "formula": "F8Li3N4O16S8",
  "method": "ωB97M-V/def2-TZVPD",
  "homo_lumo_gap_ev": 9.3,
  "charge": -1,
  "total_energy_ev": -147760.6124,
  "lumo_energy_ev": 1.409,
  "e_above_lowest_kj_mol": 265.76,
  "symbols": ["S", "S", "S", "S", "S", "S", "S", "S", "F", "F", "F", "F", "F", "F", "F", "F", "O", "O", "O", "O", "O", "O", "O", "O", "O", "O", "O", "O", "O", "O", "O", "O", "N", "N", "N", "N", "Li", "Li", "Li"],
  "positions_angstrom": [[3.763804, 1.156531, -1.265771], [1.817175, 0.067655, 2.805919], [-2.376807, 1.341063, 1.524720], [-3.994732, 1.797799, -0.245076], [0.508090, -1.887710, 2.587541], [-1.018736, -0.995216, -2.525772], [-0.206544, -2.797873, -1.323418], [1.567020, 2.056668, -1.747659], [-2.690081, 0.403230, 2.792964], [0.910035, 3.449112, -1.352042], [-1.468778, 0.541272, -2.338872], [2.119618, 1.318345, 1.831322], [-4.605208, 0.922960, -1.458356], [5.049752, 1.426605, -0.385096], [0.923273, -3.251203, 1.902179], [-0.876093, -3.635118, -0.137474], [4.236588, 0.866271, -2.593863], [3.169882, 0.069242, -0.536088], [-5.208509, 2.414092, 0.237746], [0.670925, 0.529536, 3.538583], [-2.705295, 2.614685, 2.089908], [-3.008688, 2.622062, -0.886655], [0.298171, -0.852091, -3.126062], [1.479184, 2.027339, -3.177850], [0.765280, 1.135334, -0.983177], [-0.971974, 1.065099, 1.278579], [0.874831, -2.169617, 3.949016], [3.114396, -0.056986, 3.431830], [-0.887189, -1.804686, 2.206744], [-2.053490, -1.516733, -3.332516], [1.148572, -2.640302, -0.820280], [-0.457082, -3.680885, -2.433229], [-1.077360, -1.371789, -1.013271], [3.088540, 2.535230, -1.091855], [1.483583, -0.907889, 1.580709], [-3.486509, 0.492692, 0.553416], [-2.714764, -1.250688, -0.003670], [0.102729, -0.289672, 0.183052], [2.716399, -1.744351, 0.283815]],
  "atomic_forces_ev_per_a": [[3.835, -0.904, -0.520], [3.607, 6.883, -0.081], [1.218, -2.046, 4.248], [-4.094, 0.851, -3.953], [-2.091, -3.664, -0.938], [-0.202, 7.210, -5.898], [1.581, -4.118, 3.504], [-1.262, 3.851, 0.035], [0.324, -0.057, -0.527], [0.094, -0.486, -0.172], [0.049, -1.148, 0.247], [-0.285, -0.484, 0.420], [0.408, -0.055, 0.116], [0.095, 0.160, -0.270], [0.425, -0.272, -0.414], [-0.134, 0.558, -0.243], [-0.217, -0.139, 1.024], [-0.333, -1.462, 0.338], [1.671, -0.610, 0.453], [0.573, -1.174, -0.230], [-0.240, -0.437, -1.680], [-0.050, -0.776, 1.125], [-1.340, -1.246, 1.652], [0.477, -0.435, 1.170], [0.818, -0.080, -0.105], [-1.572, -0.112, -1.022], [-0.040, 1.078, -1.192], [-1.725, -1.142, -0.411], [1.228, 0.685, 0.198], [-0.629, -0.902, 0.232], [-0.958, 0.425, -0.852], [0.212, 2.033, 0.863], [1.547, -3.260, -0.247], [-3.400, -1.458, -1.080], [-1.740, -2.119, 3.242], [2.321, 2.958, 1.120], [-0.421, 0.105, 0.363], [0.280, 1.258, 0.185], [-0.032, 0.529, -0.700]],
  "mulliken_charge": [0.89, 0.84, 0.90, 1.07, 0.74, 0.89, 0.65, 0.97, -0.32, -0.29, -0.26, -0.26, -0.32, -0.28, -0.29, -0.29, -0.60, -0.41, -0.60, -0.49, -0.55, -0.46, -0.53, -0.57, -0.27, -0.45, -0.51, -0.62, -0.51, -0.57, -0.54, -0.47, -0.15, -0.45, 0.05, -0.36, 0.86, 1.76, 0.83]
}


5.
{
  "formula": "F8N4NaO16S8",
  "method": "ωB97M-V/def2-TZVPD",
  "homo_lumo_gap_ev": 8.0,
  "charge": -3,
  "total_energy_ev": -151560.0075,
  "lumo_energy_ev": 5.655,
  "e_above_lowest_kj_mol": 81.10,
  "symbols": ["S", "S", "S", "S", "S", "S", "S", "S", "Na", "F", "F", "F", "F", "F", "F", "F", "F", "O", "O", "O", "O", "O", "O", "O", "O", "O", "O", "O", "O", "O", "O", "O", "O", "N", "N", "N", "N"],
  "positions_angstrom": [[5.868220, 10.176147, 15.164303], [6.698703, 15.929293, 18.706853], [4.471033, 15.236477, 17.898452], [6.407019, 12.512096, 14.456574], [7.635223, 11.012709, 21.189324], [10.176630, 12.487931, 16.437278], [5.431657, 9.977250, 20.506793], [11.633720, 14.114889, 17.554886], [6.528426, 12.234313, 18.141387], [8.096480, 12.519872, 21.379543], [3.293919, 14.286385, 18.485608], [10.086433, 10.897971, 16.251071], [6.862608, 13.842531, 15.225827], [5.812795, 9.517137, 16.626972], [4.286577, 10.410285, 19.492767], [7.973934, 15.081530, 19.076353], [13.243243, 14.122365, 17.810148], [7.591908, 10.522365, 22.528226], [7.521176, 12.317055, 13.598704], [6.992248, 16.410050, 17.403365], [5.170468, 12.939692, 13.867534], [9.026603, 12.734658, 17.253734], [3.953910, 16.497776, 18.355374], [11.112952, 14.345631, 18.863548], [4.459783, 14.940402, 16.514555], [4.711989, 9.848622, 21.730177], [11.463814, 15.142983, 16.582945], [6.619127, 16.884384, 19.764968], [10.272156, 12.955006, 15.098801], [8.592473, 10.471629, 20.278361], [4.562021, 9.891404, 14.677476], [6.953441, 9.521271, 14.527081], [6.049568, 8.845513, 19.908966], [6.237342, 11.655725, 15.795338], [5.617438, 14.685577, 18.846316], [11.580132, 12.513611, 17.209959], [6.272291, 11.376156, 20.400782]],
  "atomic_forces_ev_per_a": [[0.309, -1.301, 3.253], [2.108, -0.702, 1.681], [-3.895, -0.394, 1.382], [0.287, 5.301, 0.501], [2.047, 2.100, -1.039], [-0.558, -3.171, -0.884], [-1.574, 1.472, -0.616], [2.306, -0.514, 2.577], [0.395, 0.355, -0.200], [-0.128, -0.151, 0.006], [0.455, -0.490, -0.265], [0.298, 0.221, 0.134], [-0.122, -0.499, 0.107], [0.056, -0.081, -0.085], [0.221, -0.015, -0.239], [-0.170, -0.193, 0.103], [-0.181, 0.079, -0.191], [-0.666, -0.382, 0.014], [0.094, -1.339, -0.288], [-0.620, 0.013, -0.585], [-0.078, -1.010, -0.205], [-0.120, 0.589, -0.103], [0.601, 0.558, -0.611], [-0.131, 0.322, -0.014], [0.557, -0.177, -0.312], [0.144, -0.406, 0.340], [-0.139, -0.446, -0.564], [-0.413, -0.050, 0.108], [-0.402, 0.466, -0.078], [0.046, -0.305, 0.378], [-0.487, 0.782, -0.451], [0.437, 0.038, -0.535], [0.149, -0.272, 0.118], [-0.657, -2.037, -2.442], [1.213, 1.425, -1.476], [-1.060, 2.438, -0.711], [-0.319, -2.223, 1.194]],
  "mulliken_charge": [0.85, 1.04, 1.01, 0.93, 1.10, 0.89, 1.06, 1.07, 1.03, -0.25, -0.34, -0.34, -0.22, -0.25, -0.26, -0.15, -0.34, -0.65, -0.57, -0.56, -0.65, -0.08, -0.66, -0.57, -0.49, -0.61, -0.58, -0.65, -0.56, -0.56, -0.61, -0.58, -0.56, -0.07, -0.15, -0.45, -0.20]
}


6.
{
  "formula": "F8Si3",
  "method": "ωB97M-V/def2-TZVPD",
  "homo_lumo_gap_ev": 9.7,
  "charge": 0,
  "total_energy_ev": -45385.7897,
  "lumo_energy_ev": -1.780,
  "smiles": "F[Si](F)(F)[Si](F)(F)[Si](F)(F)F",
  "e_above_lowest_kj_mol": 89.69,
  "symbols": ["Si", "Si", "Si", "F", "F", "F", "F", "F", "F", "F", "F"],
  "positions_angstrom": [[0.960667, -1.410192, -1.342997], [0.464324, 0.589359, -0.155373], [-1.346593, 1.073372, 1.255317], [-0.225709, -1.566273, -2.446579], [-2.553511, 0.864858, 0.257279], [1.666688, 1.561893, -0.611568], [-1.816771, 0.333881, 2.631433], [-1.650760, 2.573242, 1.554227], [1.076736, 0.030576, 1.236063], [2.353674, -1.398530, -2.095220], [1.071253, -2.652185, -0.282581]],
  "atomic_forces_ev_per_a": [[-1.081, -0.804, -0.176], [2.046, -0.830, 1.100], [-2.642, 0.086, 0.217], [1.131, -0.364, 0.965], [-0.553, -1.056, -0.631], [-1.128, 0.220, -0.194], [1.418, 0.272, -1.527], [0.966, 1.345, 0.685], [0.638, -0.438, 0.753], [-0.345, 0.137, 0.135], [-0.451, 1.432, -1.327]],
  "mulliken_charge": [0.79, 0.43, 0.76, -0.26, -0.23, -0.25, -0.27, -0.20, -0.28, -0.22, -0.26]
}


7.
{
  "formula": "FH14O7",
  "method": "ωB97M-V/def2-TZVPD",
  "homo_lumo_gap_ev": [12.0, 3.3],
  "charge": 0,
  "spin_multiplicity": 2,
  "total_energy_ev": -17273.4388,
  "lumo_energy_ev": [0.098, -7.603],
  "e_above_lowest_kj_mol": 0.00,
  "s2": 0.76,
  "symbols": ["F", "O", "O", "O", "O", "O", "O", "O", "H", "H", "H", "H", "H", "H", "H", "H", "H", "H", "H", "H", "H", "H"],
  "positions_angstrom": [[-10.872261, -9.316694, 10.880445], [-13.081462, -10.496267, 9.776297], [-8.855032, -10.391147, 8.944463], [-13.046898, -8.609655, 12.238224], [-8.231922, -9.646727, 12.342000], [-10.431321, -11.837379, 11.949009], [-9.018513, -7.033754, 11.546726], [-12.181355, -8.034735, 8.832216], [-12.221586, -8.869981, 11.829174], [-9.567283, -7.727895, 11.181703], [-12.791633, -8.766276, 8.925199], [-10.701825, -11.034891, 11.502832], [-11.194102, -12.412763, 11.891441], [-13.432507, -9.430568, 12.544240], [-12.258623, -10.213071, 10.175022], [-9.392634, -6.224195, 11.199048], [-13.760675, -10.142049, 10.350250], [-8.083202, -10.561512, 9.484362], [-9.067591, -10.049121, 12.578555], [-11.563389, -8.144386, 9.554942], [-8.473820, -8.828239, 11.908637], [-9.522382, -10.098770, 9.565253]],
  "atomic_forces_ev_per_a": [[0.192, 0.271, -0.722], [-0.533, -0.057, -0.797], [0.031, 0.113, -0.605], [-0.775, 0.352, 0.051], [0.374, -0.368, -0.239], [0.222, -0.210, 0.291], [0.233, 0.084, 0.053], [0.342, 1.195, -1.234], [0.898, -0.095, -0.214], [-0.685, -0.215, -0.244], [-0.988, -1.297, 0.237], [-0.051, 0.552, -0.323], [-0.133, -0.286, 0.026], [-0.160, -0.169, 0.326], [0.725, 0.031, 0.448], [0.022, 0.275, -0.024], [-0.297, 0.040, 0.268], [0.359, -0.180, 0.328], [-0.323, -0.353, 0.225], [0.787, -0.241, 1.393], [0.291, 0.434, 0.198], [-0.532, 0.124, 0.560]],
  "mulliken_charge": [-0.79, -0.72, -0.55, -0.64, -0.55, -0.64, -0.69, -0.34, 0.36, 0.34, 0.45, 0.38, 0.32, 0.33, 0.33, 0.31, 0.35, 0.37, 0.34, 0.37, 0.32, 0.36]
}


8.
{
  "formula": "FH14O7Sr",
  "method": "ωB97M-V/def2-TZVPD",
  "homo_lumo_gap_ev": 8.0,
  "charge": 1,
  "total_energy_ev": -18111.0644,
  "lumo_energy_ev": -3.578,
  "e_above_lowest_kj_mol": 20.62,
  "symbols": ["Sr", "F", "O", "O", "O", "O", "O", "O", "O", "H", "H", "H", "H", "H", "H", "H", "H", "H", "H", "H", "H", "H", "H"],
  "positions_angstrom": [[0.188087, 0.343174, 0.022913], [1.850087, 2.100174, 0.672913], [-2.086913, -0.245826, -0.980087], [0.495087, -0.123826, -2.449087], [-0.915913, 2.584174, -0.663087], [-1.197913, 1.591174, 2.018913], [0.901087, -1.129826, 2.216913], [0.006087, -2.299826, -0.202087], [2.678087, -0.920826, -0.117087], [-0.820913, -2.800826, -0.121087], [0.713087, -2.026826, 2.519913], [2.681087, -1.381826, -0.910087], [0.602087, 0.491174, -3.140087], [1.814087, -0.992826, 2.561913], [-0.179913, -0.720826, -2.755087], [-0.498913, 3.346174, -1.113087], [-2.626913, -0.997826, -0.935087], [3.556087, -0.654826, 0.166913], [-1.568913, 2.459174, 2.164913], [-1.562913, 2.939174, -0.053087], [-2.804913, 0.432174, -1.168087], [-1.875913, 0.964174, 2.283913], [0.655087, -2.954826, -0.022087]],
  "atomic_forces_ev_per_a": [[2.287, 1.560, 1.395], [-1.102, -1.265, -0.533], [-1.124, 2.710, -0.483], [0.139, -0.875, 1.197], [0.006, 0.324, -0.886], [-0.007, -0.749, -0.452], [0.937, -0.161, 0.710], [-1.668, 0.272, -0.365], [-0.960, 1.138, 2.424], [0.180, 0.225, -0.133], [-0.220, 0.134, -0.097], [0.715, -1.202, -2.323], [0.430, 1.311, -1.345], [-0.901, 0.299, -0.445], [-0.447, -0.479, -0.188], [-0.160, -0.547, 0.531], [-0.953, -2.199, 0.177], [0.067, 0.103, -0.403], [0.039, 0.381, 0.278], [0.024, 0.258, 0.069], [1.620, -0.617, 0.221], [-0.191, 0.078, 0.371], [1.289, -0.701, 0.281]],
  "mulliken_charge": [1.64, -0.90, -0.47, -0.58, -0.49, -0.58, -0.52, -0.47, -0.47, 0.26, 0.28, 0.28, 0.26, 0.30, 0.32, 0.27, 0.25, 0.25, 0.26, 0.27, 0.26, 0.33, 0.24]
}